(1)
Here is C58H52Br2N3OP2Tc as an isolated structure from the Open Molecules 2025 dataset. Energies are from ωB97M-V/def2-TZVPD.

Each line ends with the Mulliken charge.
Element x y z (Å)
Tc -0.32885 -1.20917 1.47129  -1.114
C 1.03643 -3.13232 -3.18017  -1.486
N -0.07456 -2.86195 -2.28081  1.520
C -1.25071 -2.47033 -3.05131  -1.103
C -0.33350 -3.87485 -1.32137  -0.513
C 0.08974 -5.18976 -1.53157  -0.080
C -0.17832 -6.20104 -0.62511  -0.977
C -0.91368 -5.93022 0.51829  -1.071
C -1.33829 -4.63528 0.74909  -0.739
C -1.02779 -3.60463 -0.13081  -0.495
N -1.42694 -2.27130 0.25350  2.649
C -2.81845 -2.01309 0.18064  -0.696
C -3.68699 -2.79547 -0.58833  -0.281
C -5.02813 -2.47222 -0.67606  -1.056
C -5.53547 -1.37386 0.00600  -1.070
C -4.68808 -0.61154 0.79125  -0.463
C -3.34246 -0.93311 0.88848  -0.205
N -2.43724 -0.15606 1.72866  2.099
C -2.35162 1.22613 1.18862  -0.804
C -2.95190 -0.08096 3.11874  -1.315
H 0.78181 -3.84567 -3.97649  0.457
H 1.88543 -3.52779 -2.62582  0.546
H 1.33467 -2.19541 -3.65575  0.090
H -2.01510 -2.03816 -2.41524  -0.166
H -1.67647 -3.32159 -3.60326  0.311
H -0.95588 -1.71453 -3.77730  0.633
H 0.62766 -5.43072 -2.43803  0.486
H 0.17142 -7.20472 -0.82751  0.447
H -1.14842 -6.71246 1.22699  0.467
H -1.90241 -4.39702 1.64224  0.535
H -3.30214 -3.65499 -1.11781  0.514
H -5.68160 -3.08577 -1.28205  0.500
H -6.58507 -1.12195 -0.06040  0.463
H -5.08297 0.23337 1.34095  0.375
H -3.30143 1.75297 1.31626  0.130
H -1.57613 1.78379 1.71273  0.035
H -2.11713 1.17287 0.12873  0.092
H -3.19580 -1.07492 3.47779  0.426
H -3.84450 0.54783 3.14949  0.462
H -2.19053 0.35810 3.76111  0.077
O 0.12449 2.16513 -0.10008  2.928
C -0.87392 2.95348 -0.66194  -0.825
C -1.37581 4.07119 -0.01566  -0.329
C -2.40667 4.78347 -0.61072  -0.993
C -2.92007 4.37394 -1.83301  -0.955
C -2.41202 3.24175 -2.45381  -0.915
C -1.38256 2.50392 -1.87370  -0.109
P -0.63366 0.96132 -2.53297  2.785
C -1.52758 0.77351 -4.11221  -0.163
C -0.92765 0.86539 -5.36433  -0.719
C -1.65350 0.58352 -6.51571  -0.665
C -2.98324 0.20494 -6.42874  -0.670
C -3.58705 0.09270 -5.18201  -0.825
C -2.86100 0.36235 -4.03442  -0.451
C 1.00483 1.64200 -2.97842  -0.655
C 2.12531 0.99414 -2.46809  0.455
C 3.40069 1.49908 -2.68451  -0.501
C 3.56316 2.66180 -3.42244  -0.772
C 2.45105 3.31872 -3.93726  -0.898
C 1.17898 2.81520 -3.71188  -0.046
C 1.17200 2.79945 0.52138  -1.166
C 1.79916 3.87876 -0.10008  0.053
C 2.80952 4.55383 0.54991  -0.968
C 3.20169 4.15810 1.82801  -1.107
C 2.62058 3.04813 2.40065  0.096
C 1.60533 2.32811 1.74869  -0.551
P 1.10291 0.74754 2.53011  1.967
C 2.77330 0.17434 2.99666  1.098
C 3.67782 0.00691 1.94773  -0.578
C 4.97570 -0.39173 2.20209  -0.639
C 5.38554 -0.63034 3.50941  -0.936
C 4.49616 -0.44952 4.55491  -0.678
C 3.19022 -0.04022 4.30306  -0.676
C 0.26758 1.28782 4.05818  0.731
C -0.26890 2.57179 4.14563  -0.446
C -0.99550 2.95539 5.26428  -0.822
C -1.18264 2.06515 6.31048  -0.771
C -0.64395 0.78737 6.23596  -1.064
C 0.06915 0.39667 5.11420  -0.772
H -0.96329 4.38867 0.93340  0.451
H -2.80362 5.66051 -0.11663  0.462
H -3.71287 4.93724 -2.30677  0.457
H -2.81734 2.93128 -3.40770  0.486
H 0.11223 1.15305 -5.45011  0.353
H -1.17382 0.66171 -7.48282  0.444
H -3.54691 -0.01141 -7.32665  0.401
H -4.62188 -0.21532 -5.10459  0.451
H -3.33425 0.24616 -3.06433  0.556
H 1.98907 0.08733 -1.89001  -0.203
H 4.26444 0.98737 -2.27746  0.515
H 4.55456 3.05919 -3.59777  0.433
H 2.57725 4.22706 -4.51243  0.439
H 0.31410 3.34493 -4.09566  0.519
H 1.47065 4.17581 -1.08807  0.553
H 3.29435 5.39001 0.06359  0.482
H 3.97529 4.69584 2.35875  0.474
H 2.96613 2.71654 3.37113  0.555
H 3.36848 0.19756 0.92641  0.568
H 5.66865 -0.52699 1.38136  0.527
H 6.40030 -0.94915 3.70862  0.409
H 4.81422 -0.61805 5.57552  0.470
H 2.51654 0.11451 5.13429  0.495
H -0.11887 3.27936 3.33978  0.260
H -1.40815 3.95424 5.31871  0.470
H -1.74280 2.36708 7.18567  0.416
H -0.78607 0.08834 7.04976  0.433
H 0.46109 -0.60922 5.06135  0.541
Br -0.78691 -2.55677 3.43986  -0.391
Br 5.70807 -3.74155 0.04342  -0.101
C 3.98159 -3.11957 0.48322  -0.672
C 3.25047 -2.41933 -0.46021  -1.005
C 1.98914 -1.94766 -0.11955  2.234
C 1.45772 -2.15383 1.15637  0.293
C 2.22426 -2.86785 2.08714  0.035
C 3.47424 -3.35576 1.75319  -0.803
H 3.65889 -2.24688 -1.44714  0.696
H 1.41081 -1.42348 -0.87392  -0.740
H 1.85432 -3.04739 3.08586  0.420
H 4.06191 -3.90087 2.47944  0.481

As for the frontier orbital gap (spin up / spin down): 6.2997 / 6.2985 eV. As for the HOMO energy (spin up / spin down): -0.376 / -0.375 Ha. As for the spin multiplicity: 4. The net charge is +1. As for the expectation value of S²: 3.81.

***

(2)
Here is C58H57N3OPS2SbY as an isolated structure from the Open Molecules 2025 dataset. Energies are from ωB97M-V/def2-TZVPD.

Each line ends with the Mulliken charge.
Element x y z (Å)
Y 0.42603 -1.54996 0.24405  0.693
C -0.56757 -4.98826 -1.22875  -1.156
N -0.16007 -3.60606 -1.53805  1.413
C -1.19397 -2.93796 -2.32115  0.102
C -2.49857 -2.80936 -1.50795  -1.513
N -2.29347 -2.34616 -0.12255  1.754
C -3.16697 -1.20796 0.20375  -0.660
C -2.59447 -3.33146 0.91025  -0.986
C -3.61697 -4.26586 0.77285  -0.015
C -3.93847 -5.14226 1.79325  -0.876
C -3.25877 -5.07886 2.99655  -0.788
C -2.27177 -4.13386 3.16915  -0.981
C -1.93617 -3.25166 2.14525  0.788
S -0.76157 -2.00126 2.54725  -0.260
C 1.16163 -3.66826 -2.11165  0.130
C 1.44423 -3.57526 -3.46425  -0.286
C 2.72543 -3.82906 -3.93565  -0.630
C 3.71943 -4.21966 -3.05695  -0.910
C 3.46763 -4.26496 -1.69645  -0.873
C 2.20853 -3.93606 -1.20755  0.647
S 1.90813 -3.84726 0.52615  -0.490
H -0.86427 -5.50966 -2.14585  0.296
H -1.39067 -4.99596 -0.51695  0.084
H 0.26163 -5.52986 -0.78015  0.512
H -1.45457 -3.50376 -3.23065  0.679
H -0.81047 -1.95036 -2.61825  -0.834
H -2.97597 -3.78876 -1.52585  0.680
H -3.16267 -2.11456 -2.02915  0.174
H -4.21487 -1.52366 0.29335  0.415
H -3.09427 -0.43576 -0.55595  0.035
H -2.86117 -0.79036 1.16375  -0.055
H -4.20487 -4.30646 -0.13285  0.418
H -4.72827 -5.86286 1.65705  0.447
H -3.51097 -5.74686 3.80345  0.414
H -1.75047 -4.04496 4.10905  0.550
H 0.66083 -3.33246 -4.16535  0.318
H 2.93293 -3.76716 -4.99195  0.464
H 4.69303 -4.49186 -3.43165  0.422
H 4.23733 -4.56786 -1.00235  0.468
C 5.66943 -1.65986 0.90585  -1.902
C 4.17733 -1.37536 0.70445  1.458
C 3.63193 -0.61366 1.91275  -1.346
C 3.94063 -0.58936 -0.58965  0.100
C 4.77673 -1.11656 -1.75955  -1.054
O 3.95783 -0.85726 -2.89015  -0.347
C 2.71853 -0.62056 -2.44785  0.117
N 2.56873 -0.57826 -1.16505  1.284
C 1.79883 -0.23766 -3.52975  -0.536
C 2.29683 -0.41956 -4.82655  -0.710
C 1.69013 0.15754 -5.92345  -1.214
C 0.57203 0.95524 -5.74955  -0.909
C 0.04733 1.11354 -4.48355  -0.621
C 0.61503 0.49764 -3.37005  0.991
P -0.25787 0.72994 -1.77185  2.471
C -2.00167 0.85164 -2.34185  0.135
C -2.52157 0.06744 -3.37415  -1.034
C -3.88817 0.02014 -3.59435  -0.797
C -4.75587 0.76614 -2.81125  -1.197
C -4.24837 1.57214 -1.80595  -0.549
C -2.88557 1.60084 -1.56525  -0.081
C 0.23703 2.47554 -1.48605  1.403
C -0.45807 3.56114 -2.01085  -0.588
C -0.00387 4.84694 -1.77585  -0.921
C 1.13953 5.06254 -1.02595  -0.762
C 1.83973 3.98514 -0.50945  -0.557
C 1.39253 2.69564 -0.73845  -0.264
H 5.81523 -2.13506 1.87205  0.438
H 6.25443 -0.74296 0.88445  0.400
H 6.05993 -2.33966 0.15365  0.403
H 3.66273 -2.33956 0.62655  -0.923
H 3.69163 -1.23616 2.80375  0.502
H 4.20883 0.29504 2.08235  0.547
H 2.58013 -0.33426 1.75415  -0.138
H 4.17763 0.47094 -0.40595  0.468
H 4.91703 -2.20076 -1.69415  0.327
H 5.73393 -0.61476 -1.89065  0.306
H 3.19293 -1.00406 -4.95645  0.655
H 2.11113 0.02364 -6.90535  0.447
H 0.10713 1.45204 -6.58585  0.521
H -0.82397 1.73374 -4.34765  0.498
H -1.86987 -0.51036 -4.01585  0.557
H -4.27957 -0.60376 -4.38455  0.501
H -5.82077 0.71894 -2.98305  0.423
H -4.90287 2.17204 -1.19235  0.524
H -2.49567 2.19084 -0.75065  -0.154
H -1.36667 3.42414 -2.57755  0.299
H -0.54257 5.68484 -2.18985  0.484
H 1.49213 6.06714 -0.85315  0.473
H 2.73033 4.15344 0.07525  0.566
H 1.94163 1.84664 -0.34605  0.063
C -0.83707 1.63974 7.10625  -0.618
C 0.07733 0.73884 6.58795  -0.663
C 0.18943 0.56524 5.21875  -0.685
C -0.61887 1.29074 4.36075  0.841
C -1.55587 2.16944 4.88195  -0.196
C -1.66477 2.34434 6.24985  -0.828
Sb -0.14227 1.30544 2.25245  0.475
C -1.95127 2.32934 1.72165  1.803
C -1.90857 3.52614 1.02395  -1.256
C -3.07797 4.21594 0.75095  -0.369
C -4.29567 3.71374 1.17805  -1.213
C -4.34547 2.50924 1.86085  -0.910
C -3.17637 1.81574 2.12035  -0.960
C 0.95723 3.13034 2.66605  1.169
C 2.34043 3.13194 2.61515  -0.946
C 3.05603 4.27314 2.93435  -0.331
C 2.38803 5.42434 3.31325  -0.752
C 1.00623 5.42194 3.39035  -0.822
C 0.29963 4.27794 3.07425  -0.304
H -0.90317 1.79474 8.17265  0.377
H 0.71883 0.17904 7.25055  0.443
H 0.90673 -0.13816 4.81445  0.381
H -2.20977 2.72924 4.22795  0.252
H -2.38867 3.04344 6.64315  0.433
H -0.95887 3.93304 0.70765  0.394
H -3.03417 5.15224 0.21435  0.494
H -5.20537 4.26054 0.98105  0.405
H -5.29007 2.11924 2.21085  0.491
H -3.21107 0.88794 2.67795  0.660
H 2.86723 2.23154 2.32485  0.301
H 4.13643 4.26284 2.89095  0.458
H 2.94393 6.31794 3.55095  0.414
H 0.47493 6.30894 3.70455  0.448
H -0.77577 4.28584 3.15445  0.266

As for the frontier orbital gap: 7.1572 eV. As for the HOMO energy: -0.361 Ha. As for the spin multiplicity: 1. The net charge is +1.